{
  "formula": "C50H44CuFNOP3",
  "method": "ωB97M-V/def2-TZVPD",
  "homo_lumo_gap_ev": 6.3920,
  "homo_ev": -5.9,
  "spin_multiplicity": 1,
  "species": ["C", "C", "C", "C", "C", "C", "H", "C", "H", "C", "Cu", "C", "H", "H", "C", "C", "H", "C", "H", "H", "C", "H", "H", "C", "C", "H", "H", "C", "C", "F", "H", "H", "C", "H", "C", "C", "H", "C", "C", "H", "C", "C", "H", "H", "C", "H", "H", "C", "H", "C", "C", "C", "C", "H", "H", "P", "P", "H", "H", "C", "N", "C", "C", "C", "C", "C", "H", "C", "H", "H", "C", "C", "P", "O", "C", "H", "H", "H", "C", "C", "C", "C", "H", "H", "H", "H", "H", "C", "H", "H", "C", "C", "C", "H", "H", "H", "H", "H", "C", "C", "H"],
  "xyz": [[2.29884, -1.94641, -3.91986], [5.88921, -0.27724, -0.90084], [-3.38283, -4.23328, 2.39425], [-5.51382, -3.95159, 1.30723], [3.66524, -2.66374, -1.62131], [-4.35455, 0.50368, -1.91234], [-1.83123, -0.09262, -4.09065], [-0.00189, 4.12799, 0.20119], [-1.91011, -2.71141, 1.98209], [0.38748, -2.75565, 5.17495], [0.39040, -0.67634, 0.50820], [7.56163, 0.40978, 0.68886], [3.77744, 1.47379, -2.37482], [-1.59250, 1.96227, -5.45030], [5.24161, 0.44071, 1.29664], [-3.61046, 0.57899, 1.16596], [-4.57158, 3.77765, 3.09182], [0.15270, 5.38884, 0.75906], [-0.10088, -3.41626, 5.88040], [3.12032, 4.93894, 2.31794], [3.11552, -1.38263, -1.72115], [1.75242, -1.66484, -4.81220], [-6.32155, 2.17948, 2.40535], [3.54081, -3.56944, -2.66078], [-2.62095, 1.46686, 1.57617], [-0.60875, 6.14354, 0.60671], [-1.58520, 1.24469, 1.34450], [2.43349, -1.03448, -2.88137], [-1.12749, 1.89830, -4.47433], [0.99400, -1.33101, 6.96007], [4.18639, -2.94319, -0.71135], [5.63167, -0.64030, -1.88832], [-1.26197, 0.74748, -3.71264], [2.72953, -3.92985, -4.61529], [0.40479, -3.03089, 3.81105], [7.21992, -0.06240, -0.57009], [-2.19387, 3.30474, 2.59075], [0.98958, 3.16153, 0.36027], [1.67848, -1.05500, 3.41618], [2.16253, -0.37578, 2.72547], [1.67943, -0.76785, 4.76891], [1.03236, -2.18681, 2.88851], [2.73656, 2.84137, -1.96231], [-3.42507, -2.75469, -1.87514], [-2.96570, 2.61459, 2.27444], [2.16350, 0.11872, 5.16016], [-2.73066, -4.80043, 3.04579], [-3.83436, -1.82591, -2.25602], [0.75358, 3.74560, -2.36010], [1.02067, -1.62335, 5.63220], [6.56919, 0.66711, 1.62431], [2.09984, 3.46179, 1.14974], [0.96644, -2.43570, 1.41610], [3.96960, -4.55946, -2.56852], [-5.02507, -5.59796, 2.58865], [-3.08837, -0.85545, 0.20024], [0.87824, 1.46006, -0.32666], [2.85760, 2.70246, 1.30671], [-0.27173, 3.86969, -4.57145], [-5.06105, -2.78153, 0.71902], [2.50253, 1.15058, -0.72795], [-0.39499, 2.96913, -3.98261], [-4.83991, -0.54534, -4.02103], [-0.67494, 0.67327, -2.45854], [-4.29743, 2.87444, 2.56224], [-2.92137, -3.06470, 1.80896], [-5.71680, 0.13077, 1.17158], [-5.28446, 1.97857, 2.16884], [-5.70476, -2.21284, 0.05814], [-5.22478, 1.51718, -3.58968], [0.19433, 2.89627, -2.72868], [0.06088, 1.74581, -1.95093], [3.08829, -0.38127, -0.19156], [-1.60704, -0.93310, 0.09041], [-4.94526, 0.83029, 1.47273], [2.00774, -0.04534, -2.98309], [6.83134, 1.01625, 2.61507], [4.46336, 0.61229, 2.03342], [-3.76257, -2.34261, 0.96665], [2.84586, -3.21502, -3.81049], [-4.84166, 0.57907, -3.20877], [-4.67274, -4.67807, 2.14003], [-0.08600, -3.92858, 3.45115], [-0.77895, -0.22413, -1.86033], [1.96408, -2.64109, 1.01635], [1.40174, 6.67753, 1.93506], [-6.51924, -4.30115, 1.11065], [-3.86787, -0.70489, -1.42574], [-0.89767, 3.89981, -0.36303], [0.36634, -3.33517, 1.23738], [-4.32438, -1.74657, -3.54820], [3.33213, 2.03043, -1.54705], [4.88384, -0.02430, 0.02915], [-5.24172, -0.48768, -5.02452], [4.14001, 2.46731, -0.95569], [8.60152, 0.56762, 0.94543], [7.99648, -0.27105, -1.29569], [-4.30528, -2.61729, -4.19130], [1.28089, 5.69052, 1.50771], [2.24913, 4.71793, 1.71459], [-4.35999, 1.37795, -1.27270]]
}

{
  "formula": "C28H80N6O12",
  "method": "ωB97M-V/def2-TZVPD",
  "homo_lumo_gap_ev": [9.1925, 2.8008],
  "homo_ev": [-11.0, -11.0],
  "spin_multiplicity": 2,
  "s_squared": 0.762,
  "total_charge": 1,
  "species": ["H", "H", "O", "N", "C", "H", "H", "H", "H", "H", "H", "H", "C", "C", "O", "H", "H", "H", "N", "H", "H", "O", "H", "H", "H", "H", "C", "H", "H", "H", "C", "H", "H", "O", "H", "H", "O", "C", "C", "H", "H", "H", "C", "H", "H", "C", "H", "N", "H", "H", "H", "N", "C", "C", "H", "C", "H", "C", "H", "H", "H", "H", "H", "N", "H", "H", "H", "H", "C", "H", "O", "H", "O", "H", "H", "O", "H", "N", "H", "H", "H", "H", "C", "H", "H", "H", "H", "O", "H", "H", "C", "C", "H", "H", "C", "H", "O", "C", "C", "C", "C", "O", "H", "H", "H", "H", "H", "H", "H", "H", "H", "C", "H", "O", "H", "H", "C", "H", "C", "H", "H", "H", "C", "C", "H", "C"],
  "xyz": [[-7.26524, -1.42019, -0.79235], [0.79973, -0.39232, 3.05524], [3.67297, 2.36172, -5.68972], [-1.02568, 1.39244, 4.70083], [-4.38497, -2.32972, -2.61641], [-7.62701, 2.92096, 1.71036], [1.26874, 2.02618, -4.64991], [-4.73715, 4.59125, 0.50899], [-2.49230, 5.26830, 0.97197], [-3.11531, -2.31815, 0.22602], [-6.10338, 4.75933, 1.48203], [0.96556, -2.10342, -3.83608], [-4.74489, 1.61272, 0.66331], [1.53365, -1.24516, 5.74621], [3.57127, -3.07489, 0.82436], [-2.69059, 1.20486, 2.17628], [0.38149, 1.15742, -1.21544], [1.62504, 3.09839, 2.85258], [3.04406, -4.66838, 2.21315], [0.83121, -1.17596, -1.48375], [3.26461, 0.57887, 2.73267], [-2.40557, 2.90923, 3.86721], [-5.58909, -3.57037, -0.91984], [3.77379, 1.57445, -6.22976], [3.24063, 3.58420, 1.34167], [-4.27097, -3.79008, 3.00847], [-0.51927, 4.72396, 0.40197], [1.63450, -3.86873, -0.30432], [3.38727, 2.88047, -2.46905], [3.23601, -3.54306, -3.84058], [-2.75652, -2.70693, 2.12636], [6.60863, 0.61503, 0.18653], [-4.84152, -3.29228, -2.84690], [4.65514, -1.72195, -1.28550], [-0.09215, 4.96459, 1.37550], [-1.83127, 3.67972, 1.38549], [1.56083, -4.56072, -3.48403], [-6.73826, -1.57850, -1.73327], [2.56514, -4.64231, -5.55448], [-4.63581, -0.91733, -1.12590], [1.78460, -5.22779, -6.04035], [1.97335, -5.42589, -3.53800], [4.24994, 0.55185, -1.27557], [0.71629, -2.08595, 2.50465], [3.73012, -4.29640, 2.85430], [2.30116, -3.77988, -4.34859], [-5.04581, 0.69774, 0.15305], [-3.86283, -3.41366, 2.16478], [-4.34603, -1.80753, -3.57239], [4.24846, 3.80457, -3.65887], [1.09746, -1.49308, 6.71387], [-2.52794, -2.17342, 1.03482], [2.87719, -3.99928, 1.15909], [-5.30950, 4.04629, 1.25968], [-0.63398, 0.46498, 4.62023], [3.37477, 3.16769, -3.52045], [1.05691, -2.43572, -5.55712], [-1.91443, 1.82825, 3.86043], [1.51304, -0.16104, 5.63499], [-7.13539, -2.46044, -2.23584], [-0.55757, 6.82405, -0.31956], [-1.24957, 1.75738, 0.18202], [2.20361, -1.50800, 3.16856], [1.74359, -4.26481, 0.61835], [-0.78322, 5.61654, -1.51197], [3.99339, 1.41438, -0.66049], [-4.33369, -3.43880, 1.27160], [1.00745, 3.62729, 0.20012], [-1.91081, 4.42667, 0.59565], [-0.69182, 2.05488, 5.38626], [-0.68836, -1.35387, 4.92333], [3.06904, 1.71754, 3.96380], [2.58389, 2.95596, 1.03246], [-4.49680, 1.40468, 1.70411], [2.93119, -3.92070, -6.28481], [-6.83795, 2.37418, 1.70650], [0.85694, 5.82197, -0.83466], [-2.27108, 0.90668, 3.04530], [-6.20631, 2.96611, -0.28419], [6.84296, -1.07354, 0.43310], [3.39485, 0.17453, -1.83641], [4.94189, 0.79809, -2.08097], [3.27520, 1.65663, 2.89521], [-1.17815, -1.80797, 4.23376], [-1.70778, -1.58685, 0.97670], [2.48039, -1.76710, 5.60707], [6.98542, -0.31351, -1.24643], [0.12535, 3.59687, -0.17745], [-6.97473, -0.70919, -2.34685], [4.28761, 2.01786, 2.71452], [2.10679, 2.34897, 2.22457], [0.61920, -1.79895, 4.68623], [4.45650, -0.62804, 0.43387], [-1.89906, -0.02879, 3.12651], [0.07092, 0.50189, -0.40185], [2.09093, 0.48187, -5.08227], [-2.07283, -2.43776, 3.09589], [2.03367, 1.30283, -4.36752], [-0.20973, 5.83290, -0.61064], [1.12164, -1.41327, 3.26050], [3.40166, 1.95448, -4.37283], [-1.14882, 0.80271, 0.18891], [2.53063, -5.49399, 2.48675], [0.89255, 0.53667, 0.31356], [1.21924, 1.73312, 2.07934], [2.42894, 3.70048, -3.61858], [-3.36424, -2.58666, -2.33321], [4.37555, -2.36925, -0.63401], [3.44121, -5.25263, -5.33511], [-0.92664, -1.05606, -1.51091], [-2.44221, 4.09135, -0.29501], [6.46190, -0.35364, -0.29123], [1.75668, 0.88455, -3.39984], [-5.06408, -2.88729, -0.49632], [1.23912, -5.07675, 0.94450], [0.62481, -2.88801, 4.73121], [4.93842, -0.60903, -0.54362], [4.18022, 1.22984, -4.13444], [-0.04206, -0.89656, -0.89432], [-4.59850, 3.98749, 2.08377], [-0.04759, -1.56152, -0.03067], [2.30260, -1.60903, -4.85808], [-5.83165, 2.73198, 0.71225], [-5.15522, -1.83087, -1.41530], [-3.85793, 1.94138, 0.12166], [1.63198, -2.43782, -4.63117]]
}

{
  "formula": "C3H3ClO2S",
  "method": "ωB97M-V/def2-TZVPD",
  "homo_lumo_gap_ev": 8.3579,
  "homo_ev": -8.7,
  "spin_multiplicity": 1,
  "de_lowest_kcal_mol": 46.6,
  "species": ["C", "H", "C", "H", "C", "O", "S", "Cl", "O", "H"],
  "xyz": [[-2.22366, -0.45154, 0.50839], [0.32364, -0.73748, 0.06244], [-4.01810, 0.24970, 0.12356], [-0.02036, 0.39826, -1.19703], [-0.29501, -0.48274, -0.75891], [-1.68056, -0.20425, -0.57974], [-4.61763, 1.51761, 0.92892], [-4.67353, -0.73752, -1.12135], [-1.92521, -0.98008, 1.54727], [-0.26636, -1.25449, -1.45730]]
}

{
  "formula": "C32H92N4O20",
  "method": "ωB97M-V/def2-TZVPD",
  "smiles": "COC[C@H](C)N.COC[C@H](C)N.COC[C@H](C)N.COC[C@H](C)N.OCCO.OCCO.OCCO.OCCO.OCCO.OCCO.OCCO.OCCO",
  "homo_lumo_gap_ev": 9.1394,
  "homo_ev": -8.8,
  "spin_multiplicity": 1,
  "de_lowest_kcal_mol": 35.2,
  "species": ["H", "C", "H", "H", "C", "H", "H", "C", "H", "O", "H", "H", "O", "N", "H", "H", "H", "H", "H", "C", "H", "O", "O", "C", "H", "H", "H", "H", "O", "O", "O", "C", "H", "H", "H", "H", "H", "H", "H", "H", "H", "H", "H", "C", "H", "C", "C", "C", "H", "H", "H", "H", "H", "H", "H", "C", "H", "O", "H", "H", "H", "H", "N", "H", "H", "H", "C", "C", "C", "C", "H", "H", "O", "H", "H", "H", "C", "H", "H", "H", "H", "H", "H", "H", "O", "C", "C", "H", "N", "H", "H", "O", "C", "O", "O", "C", "H", "C", "C", "H", "H", "H", "C", "H", "H", "H", "H", "O", "C", "C", "H", "C", "H", "H", "O", "H", "H", "H", "C", "O", "H", "N", "O", "H", "O", "H", "C", "H", "H", "C", "H", "H", "H", "H", "C", "C", "H", "H", "H", "O", "H", "O", "H", "H", "C", "H", "H", "H"],
  "xyz": [[5.81297, 3.22036, 2.57775], [-6.15567, 1.26210, -3.23724], [4.39297, -0.14786, -1.61104], [3.30812, -2.54956, -0.20327], [-2.15859, -0.99470, -6.16408], [4.58066, 1.26895, 2.06939], [-3.36230, 4.21616, -0.49267], [1.18575, 3.45296, 2.08207], [5.64574, 0.70488, -4.83935], [-3.02015, -3.27393, 2.74611], [1.95267, 1.96732, -0.37603], [-0.11003, 1.25425, 5.95315], [5.95100, 3.27959, -3.77603], [4.25434, 0.88181, -1.66498], [-1.07022, 0.06498, -4.82771], [1.04890, 4.30173, 1.40957], [0.77576, -1.23283, 1.46141], [1.76816, -2.01979, -2.45782], [-4.61171, 2.17392, 5.15460], [-4.53830, 1.32790, 4.46624], [-5.00324, 4.66291, -0.05882], [0.40850, -0.31001, 1.48563], [-1.05262, 3.11034, -3.32039], [4.78119, 2.78999, -3.14497], [-1.70690, -4.77529, 4.34184], [5.07549, 4.22500, 0.50857], [0.03637, -2.06369, -4.10277], [-2.06911, -0.83232, 4.00753], [1.81243, 2.38491, 1.41080], [-4.93329, 1.99545, -3.21745], [1.77052, 1.92034, -1.33940], [-4.76955, 2.59543, -0.78641], [1.79777, -2.79505, 4.38302], [-2.07925, -0.57806, -7.12462], [-2.46042, -0.82531, 1.79896], [2.36815, -4.77503, 1.62366], [2.59974, 2.04577, 1.95518], [-2.30824, -4.48814, 1.27855], [-1.50150, 2.68209, -4.05111], [-2.59567, -1.66549, -3.56037], [0.02813, -4.45977, -2.95448], [5.61509, 5.23994, -3.22158], [4.50255, 3.29465, -2.21603], [4.73722, 3.12153, 2.34483], [2.70361, -3.13942, 5.69434], [-0.41374, -0.18634, 0.34602], [-0.61673, 0.76743, 6.77270], [-0.11542, 2.16186, -2.85585], [0.72771, -3.59987, 1.82009], [5.12843, 1.67902, -0.26578], [3.92375, 0.40951, -4.41555], [-2.47737, -0.05512, -2.93143], [-4.80066, 1.59869, 3.44572], [2.40714, -3.67647, -4.24327], [-0.58338, 1.20934, -2.57129], [-2.83843, -0.58118, -3.82617], [0.19556, 0.28195, 7.23451], [1.30464, -4.62624, 5.16436], [3.68555, 3.07152, 0.44371], [-3.66749, 1.47083, -4.99096], [0.72458, 1.96361, -3.53217], [-3.29015, -5.23139, 2.57926], [-4.32729, 1.94979, 0.47241], [-0.97054, -2.20321, 0.57739], [4.99883, 4.85718, -4.82830], [4.90163, -4.52472, -0.45854], [-4.38410, 4.05475, -0.74432], [-1.35025, -4.90098, 3.33528], [-3.11217, 0.71666, 4.61087], [0.65658, -2.45768, 6.11494], [-2.51839, 1.76089, -6.14575], [3.25156, 1.05736, -1.74088], [1.52465, -4.04492, -4.18172], [-4.47743, 4.44204, -1.74289], [-3.37745, 0.98780, 6.81647], [-3.71989, -1.10498, 4.01775], [-1.37759, -1.31922, 0.18377], [-0.04408, 2.69789, -0.62876], [-0.80008, 2.59115, 1.90148], [-3.54784, -0.59043, 6.20766], [0.89959, -1.42018, 6.27720], [-1.00501, -5.92688, 3.11944], [2.90197, -4.16625, -0.76404], [0.62162, 1.07699, 3.20992], [-0.49078, -2.45587, 5.23557], [-2.96034, 0.29142, 6.07843], [0.85349, -2.61623, -2.39118], [6.73262, 4.97947, -4.41912], [-2.96847, -0.43046, 3.79476], [0.27504, -0.31140, -0.53656], [-3.12922, -1.53305, -6.21269], [4.72380, -3.99470, 0.28191], [5.08171, 1.32880, -2.82999], [-1.15415, -1.94329, -5.84427], [-0.22413, -2.00255, -3.16677], [-2.49017, -4.53736, 2.38647], [6.05970, 1.29605, -2.49435], [-1.02964, -2.89775, -6.87010], [2.55900, -3.77103, 1.35305], [-3.94730, -0.47098, -3.92581], [-0.99579, 0.72278, 0.23133], [-1.16015, -2.35887, -7.77810], [-0.09607, 2.92604, 2.69242], [-6.00948, 0.17619, -3.21732], [-6.80106, 1.59058, -2.39210], [-2.32727, 1.48408, 4.44169], [-6.65949, 1.53521, -4.12369], [0.23119, 1.87070, 3.59451], [4.99142, 0.41158, -4.04388], [4.73327, 3.24664, 0.80793], [3.83190, 2.85545, -3.77549], [1.69597, -3.27161, 5.32666], [-2.80047, -2.68653, 1.94466], [-1.62622, -1.47872, -0.86848], [-0.26602, -4.01399, 3.07980], [1.87941, 3.80131, 2.88920], [5.23072, -0.65927, -3.80996], [-0.89145, 1.55378, 7.51957], [3.36336, -3.61833, 0.03645], [5.59614, 2.21327, 0.36780], [-5.82618, 2.64611, -0.88527], [-2.68110, 1.36092, -5.21118], [-2.58931, -1.13787, 0.86253], [4.19589, 3.91322, 2.86934], [-1.65040, -0.19897, 6.43394], [-1.68208, -3.77777, -6.80496], [1.04081, -4.03543, -2.85013], [-1.04922, -1.74268, 5.59724], [-0.24838, -3.44462, 3.83243], [0.58600, 2.74612, -1.56395], [-4.44796, 0.95212, 0.50676], [-3.22106, 2.41457, -2.18633], [0.04181, -3.29498, -6.82291], [-3.30554, 2.02596, 0.55248], [-2.14019, -0.01215, -5.01443], [-4.17523, 1.88826, -2.02058], [-4.11939, 0.82011, -1.89913], [0.32834, -2.85616, 7.07607], [0.92017, 3.81036, -1.72049], [1.29645, -3.13808, 1.18351], [1.69965, -4.58924, -2.19779], [4.22323, 1.82684, 2.71940], [1.95071, -5.16129, 5.63330], [0.49441, -2.58872, -1.36265], [5.82674, 4.61097, -4.12684], [-0.56358, 3.67526, 3.36373], [-5.30831, 0.59327, 4.79044], [3.14733, -3.24674, 2.09516]]
}